{
  "formula": "C54H114N6O6",
  "method": "ωB97M-V/def2-TZVPD",
  "species": ["C", "C", "C", "C", "C", "C", "N", "O", "C", "C", "C", "H", "H", "H", "H", "H", "H", "H", "H", "H", "H", "H", "H", "H", "H", "H", "H", "H", "H", "H", "C", "C", "C", "C", "C", "C", "N", "O", "C", "C", "C", "H", "H", "H", "H", "H", "H", "H", "H", "H", "H", "H", "H", "H", "H", "H", "H", "H", "H", "H", "C", "C", "C", "C", "C", "C", "N", "O", "C", "C", "C", "H", "H", "H", "H", "H", "H", "H", "H", "H", "H", "H", "H", "H", "H", "H", "H", "H", "H", "H", "C", "C", "C", "C", "C", "C", "N", "O", "C", "C", "C", "H", "H", "H", "H", "H", "H", "H", "H", "H", "H", "H", "H", "H", "H", "H", "H", "H", "H", "H", "C", "C", "C", "C", "C", "C", "N", "O", "C", "C", "C", "H", "H", "H", "H", "H", "H", "H", "H", "H", "H", "H", "H", "H", "H", "H", "H", "H", "H", "H", "C", "C", "C", "C", "C", "C", "N", "O", "C", "C", "C", "H", "H", "H", "H", "H", "H", "H", "H", "H", "H", "H", "H", "H", "H", "H", "H", "H", "H", "H"],
  "coordinates": [[2.685620, -18.152030, -19.154957], [1.197115, -18.225080, -18.821853], [1.048709, -18.964095, -17.491071], [1.349753, -18.123028, -16.248715], [0.607210, -16.783958, -16.258576], [0.768568, -16.004390, -17.573055], [0.483443, -16.933038, -18.653334], [0.586321, -16.195057, -19.876304], [-0.262794, -14.874974, -17.514616], [2.175816, -15.353457, -17.555418], [0.390122, -18.928837, -19.926542], [3.318792, -18.044469, -18.272794], [2.977116, -17.354834, -19.844478], [3.009641, -19.066281, -19.661737], [0.037239, -19.383216, -17.449051], [1.738640, -19.812292, -17.449107], [2.424657, -17.923981, -16.226542], [1.017886, -18.711662, -15.393381], [0.948699, -16.295168, -15.342051], [-0.451439, -17.014290, -16.086370], [-1.285460, -15.232504, -17.397103], [-0.005698, -14.288619, -16.629700], [-0.179776, -14.253526, -18.405419], [2.961861, -15.894921, -18.069568], [2.151443, -14.326880, -17.937563], [2.441971, -15.164213, -16.511054], [0.847743, -18.778281, -20.899025], [-0.663149, -18.709759, -19.754660], [0.377601, -20.014581, -19.749452], [-0.280111, -16.317103, -20.277125], [3.737195, -10.006550, -10.682559], [4.304998, -11.432538, -10.925880], [3.250742, -12.410666, -10.403522], [1.995728, -12.522636, -11.272436], [2.415861, -12.944355, -12.654669], [3.514453, -12.064808, -13.268698], [4.569783, -11.781860, -12.303793], [5.562825, -10.945188, -12.875320], [4.046022, -12.759763, -14.517830], [2.833612, -10.762035, -13.770263], [5.548325, -11.600856, -10.063660], [4.538462, -9.302861, -10.463783], [2.971479, -9.978693, -9.902989], [3.171693, -9.600923, -11.521515], [3.616699, -13.444948, -10.307405], [3.006892, -12.184855, -9.362694], [1.435465, -11.584277, -11.190899], [1.326162, -13.232325, -10.781089], [1.590172, -12.945399, -13.371525], [2.778478, -13.980780, -12.646955], [4.705519, -12.085660, -15.060168], [4.521002, -13.705360, -14.226238], [3.220947, -13.089715, -15.153460], [2.121972, -10.308241, -13.080209], [3.585521, -9.981441, -13.919546], [2.342910, -10.926459, -14.730946], [6.150089, -10.683472, -10.031172], [6.240904, -12.330199, -10.479593], [5.375880, -11.773197, -9.000902], [6.310496, -11.541935, -12.991025], [2.997203, -11.211427, -18.481968], [4.496152, -11.040414, -18.687251], [5.133873, -12.401987, -18.404621], [6.544609, -12.534043, -18.991059], [6.567373, -12.196215, -20.480170], [5.950379, -10.845715, -20.825727], [4.725534, -10.638700, -20.070255], [4.143775, -9.377673, -20.329474], [7.001224, -9.738033, -20.552116], [5.616445, -10.737517, -22.318458], [5.014146, -9.977824, -17.690237], [2.752270, -11.926717, -17.681306], [2.589552, -11.777755, -19.328904], [2.374614, -10.350322, -18.239964], [5.137995, -12.562616, -17.326169], [4.538638, -13.193575, -18.874352], [6.865805, -13.566706, -18.841253], [7.210266, -11.894830, -18.404257], [6.200587, -13.033734, -21.072595], [7.640819, -12.066393, -20.654379], [7.822691, -9.741283, -21.264333], [6.504549, -8.766297, -20.636849], [7.299787, -9.764198, -19.503148], [6.452055, -11.077219, -22.935699], [4.689057, -11.209739, -22.641158], [5.526469, -9.676061, -22.565414], [4.455290, -9.056227, -17.835105], [6.075278, -9.767540, -17.803670], [4.826053, -10.382271, -16.692742], [3.313414, -9.596280, -20.765062], [3.011935, -6.629462, -7.304093], [2.018513, -5.808144, -8.144745], [1.214306, -6.797218, -8.970337], [-0.053832, -6.231510, -9.572848], [-0.893695, -5.621531, -8.474161], [-0.168622, -4.501909, -7.711029], [1.147028, -5.027517, -7.257157], [1.910009, -3.971076, -6.662487], [-0.030062, -3.228409, -8.535132], [-0.948712, -4.244017, -6.426369], [2.937180, -4.932217, -9.035045], [3.835221, -6.975604, -7.939813], [2.613636, -7.560241, -6.895144], [3.502396, -6.012608, -6.550441], [1.861828, -7.190124, -9.763567], [0.985846, -7.728840, -8.437345], [-0.606032, -6.922175, -10.211296], [0.267455, -5.449965, -10.278356], [-1.048667, -6.399077, -7.718398], [-1.858478, -5.244037, -8.812852], [0.477276, -2.417311, -8.020183], [0.501433, -3.463883, -9.457855], [-1.000202, -2.864428, -8.886688], [-1.271873, -5.152945, -5.918209], [-0.302729, -3.787383, -5.664426], [-1.737097, -3.491015, -6.493171], [3.327940, -5.528059, -9.856869], [3.739518, -4.465232, -8.465097], [2.408903, -4.055214, -9.413724], [2.065821, -4.362299, -5.797143], [-3.712989, -17.534107, -7.013539], [-2.501164, -16.651228, -7.361694], [-1.439701, -16.974291, -6.286046], [-0.041846, -16.606968, -6.774027], [0.283100, -17.177738, -8.129028], [-0.710708, -16.769837, -9.227184], [-2.051667, -16.978037, -8.705900], [-3.054708, -16.623281, -9.642887], [-0.412922, -15.348884, -9.704073], [-0.528645, -17.706241, -10.424821], [-2.864875, -15.174104, -7.177127], [-3.820155, -17.705360, -5.945547], [-3.698324, -18.504708, -7.517396], [-4.619868, -17.071795, -7.421360], [-1.610171, -16.337272, -5.416231], [-1.438370, -18.006605, -5.931060], [0.717490, -16.848768, -6.022183], [0.056301, -15.511720, -6.772818], [0.144633, -18.269921, -8.118978], [1.335384, -17.022219, -8.364890], [-0.446279, -14.524767, -8.990863], [0.534305, -15.292316, -10.247939], [-1.147760, -15.102839, -10.482084], [0.519612, -17.917929, -10.636164], [-1.010059, -18.661620, -10.201153], [-1.022913, -17.298965, -11.306783], [-3.424963, -14.953492, -6.268161], [-3.494587, -14.818541, -7.997384], [-1.958852, -14.565302, -7.197942], [-3.472492, -17.469337, -9.836092], [7.113023, -14.491734, -11.836162], [6.797333, -15.796427, -12.576087], [5.470343, -16.298342, -12.040389], [4.861132, -17.455255, -12.861648], [4.744811, -17.093444, -14.337515], [6.056697, -16.513633, -14.912463], [6.601631, -15.520013, -13.987188], [7.703921, -14.845675, -14.563696], [7.015003, -17.679459, -15.203834], [5.698586, -15.834626, -16.224936], [7.885633, -16.817145, -12.201702], [8.115448, -14.150840, -12.088668], [6.958094, -14.703726, -10.778733], [6.372155, -13.729706, -12.095844], [5.492668, -16.677659, -11.017282], [4.681522, -15.539992, -12.122158], [3.878241, -17.624437, -12.410830], [5.398030, -18.400898, -12.738135], [3.857505, -16.481289, -14.518894], [4.579414, -18.032010, -14.873510], [7.398528, -18.190204, -14.321182], [6.455832, -18.482324, -15.691984], [7.859664, -17.337596, -15.800686], [6.575836, -15.455396, -16.748733], [5.299556, -16.629170, -16.869632], [4.902013, -15.092499, -16.192845], [7.620535, -17.872238, -12.225506], [8.273180, -16.574820, -11.207482], [8.789304, -16.714951, -12.814185], [7.379289, -13.947076, -14.682331]],
  "forces_ev_per_angstrom": [[0.659, 0.096, -0.592], [-0.208, 0.431, 0.385], [-0.232, -0.317, 0.241], [-0.352, 0.179, -0.949], [-0.322, -1.506, 0.424], [0.570, 0.095, 1.380], [-0.261, 0.317, -0.264], [0.174, -0.103, 0.005], [0.315, -0.050, -0.225], [-0.192, 0.889, 0.142], [0.456, -1.299, 1.019], [-0.117, -0.012, 0.084], [-0.399, 0.118, 0.046], [-0.169, -0.138, 0.183], [-0.018, 0.140, 0.179], [-0.103, -0.101, -0.376], [0.030, -0.160, 0.337], [0.422, 0.110, 0.253], [-0.070, 0.757, -0.412], [-0.032, 0.133, -0.204], [0.028, -0.145, -0.093], [-0.122, 0.196, -0.091], [-0.111, 0.103, 0.072], [-0.018, -0.087, 0.111], [-0.065, -0.234, -0.520], [0.274, -0.406, -0.002], [-0.609, 0.356, -0.259], [-0.003, 0.588, -0.724], [0.543, 0.052, -0.053], [-0.005, 0.058, -0.042], [-0.365, 0.438, -0.499], [-1.189, 0.310, 0.998], [-0.419, -1.272, 0.203], [0.052, 0.449, 1.175], [0.134, -0.328, -0.447], [-1.435, 1.305, -0.387], [0.796, -1.329, -0.152], [-0.185, 0.180, 0.067], [0.174, -0.685, 0.652], [0.347, 0.594, -0.052], [1.364, 0.824, -0.148], [-0.098, 0.075, 0.090], [0.442, -0.162, 0.430], [0.354, -0.142, -0.267], [0.547, 0.200, -0.346], [-0.079, 0.456, -0.119], [0.123, 0.115, -0.610], [0.040, -0.245, -0.306], [-0.079, 0.084, 0.088], [0.034, 0.022, 0.284], [0.131, -0.222, -0.145], [0.499, 0.269, -0.064], [-0.112, 0.426, -0.097], [-0.195, -0.377, 0.038], [0.093, -0.165, -0.175], [-0.103, -0.049, 0.064], [-0.168, 0.061, -0.328], [-0.284, -0.396, 0.227], [-0.466, -0.430, -0.142], [0.064, 0.062, 0.028], [-1.049, -1.283, 0.224], [0.329, 0.802, 0.582], [0.457, -0.190, -0.865], [-0.880, 0.035, 0.630], [0.976, 0.105, 0.783], [0.312, 0.704, -0.254], [-0.759, -1.166, -0.462], [0.172, 0.115, 0.111], [-0.975, 0.523, 0.555], [0.267, 0.632, -0.333], [-0.285, -0.542, -0.027], [0.554, 0.253, 0.305], [-0.030, 0.517, -0.256], [0.351, 0.351, -0.416], [-0.076, -0.075, 0.001], [-0.224, 0.093, 0.130], [0.207, 0.051, -0.024], [0.184, 0.040, -0.251], [-0.236, 0.122, -0.068], [-0.104, -0.302, -0.712], [0.200, -0.248, 0.190], [-0.012, -0.071, -0.212], [0.584, -0.248, -0.187], [-0.050, -0.291, 0.118], [0.077, -0.337, 0.261], [-0.179, -0.031, 0.014], [0.052, 0.072, 0.103], [0.049, -0.075, 0.040], [0.063, 0.343, 0.146], [-0.004, 0.036, -0.055], [0.471, -0.340, -0.153], [1.080, 0.040, 0.090], [-0.233, -1.116, -0.763], [0.421, 1.049, -0.731], [0.371, -0.169, 0.429], [0.234, 0.046, 0.438], [-0.330, -0.647, 0.021], [-0.194, -0.487, -0.060], [-0.272, -0.089, -0.845], [0.438, 0.851, 1.244], [-0.710, 0.770, -0.014], [-0.107, 0.150, -0.174], [-0.345, 0.342, 0.367], [-0.208, -0.078, 0.179], [0.080, 0.314, -0.044], [-0.162, 0.380, 0.547], [0.014, -0.328, 0.345], [-0.191, 0.061, 0.066], [-0.347, -0.059, -0.145], [-0.026, -0.039, -0.014], [0.083, -0.112, 0.133], [0.173, 0.193, 0.068], [-0.107, -0.040, 0.326], [-0.349, -0.109, -0.425], [0.233, 0.037, -0.351], [-0.342, -0.428, -0.450], [0.146, 0.095, -0.017], [0.164, -0.423, 0.122], [-0.111, -0.263, -0.360], [0.141, 0.363, 0.151], [-0.815, 0.204, -1.048], [-0.242, -0.137, 1.476], [1.150, 0.351, -0.440], [0.335, 0.782, 0.598], [-0.608, -1.299, 0.117], [0.983, 0.904, 0.077], [-0.045, -0.903, 0.404], [0.191, 0.085, -0.029], [-0.540, 0.591, -1.165], [-0.387, -0.289, 0.017], [-0.161, 0.520, -0.748], [-0.035, 0.206, 0.061], [0.515, -0.058, 0.172], [-0.053, 0.074, 0.375], [-0.433, -0.179, 0.051], [-0.235, -0.127, -0.335], [-0.092, -0.514, -0.121], [-0.204, -0.006, -0.413], [0.273, -0.008, 0.488], [-0.134, 0.327, -0.487], [0.038, -0.326, 0.358], [0.179, -0.218, 0.306], [-0.077, 0.081, 0.197], [0.054, 0.259, -0.050], [0.067, -0.006, 0.046], [0.144, 0.009, -0.081], [0.178, -0.292, 0.186], [0.058, -0.150, -0.054], [-0.036, 0.057, 0.147], [-0.042, 0.048, -0.126], [-0.443, -0.176, -0.463], [0.129, -0.381, 0.659], [-1.421, -1.037, -0.778], [0.051, 0.227, 0.351], [0.221, -0.691, 0.375], [-0.286, -0.070, 0.322], [-1.013, 0.679, -0.177], [0.352, -0.323, 0.158], [-0.063, -0.379, 0.103], [0.005, -0.749, -0.901], [1.251, 0.242, 0.000], [0.062, 0.082, 0.342], [0.473, 0.200, 0.129], [0.037, -0.013, -0.182], [0.468, 0.485, 0.174], [0.420, 0.431, 0.297], [-0.077, -0.167, -0.282], [0.212, 0.150, -0.002], [0.264, 0.391, 0.008], [-0.224, 0.142, -0.186], [0.052, 0.419, 0.195], [0.185, 0.239, -0.549], [-0.005, -0.158, -0.088], [-0.015, 0.202, 0.136], [0.028, 0.050, -0.048], [0.198, 0.216, 0.436], [-0.329, 0.075, 0.018], [-0.342, -0.212, 0.151], [-0.269, 0.110, -0.285], [-0.011, 0.009, -0.063]],
  "smiles": "CC1(C)CCCC(C)(C)N1O.CC1(C)CCCC(C)(C)N1O.CC1(C)CCCC(C)(C)N1O.CC1(C)CCCC(C)(C)N1O.CC1(C)CCCC(C)(C)N1O.CC1(C)CCCC(C)(C)N1O",
  "homo_energy_ev": -8.034,
  "relative_energy_kcal_mol": 47.6,
  "gap_ev": 8.45,
  "lumo_ev": 0.4205
}